1.
Computed, not measured: 6 unconnected molecules or ions with the total composition C20H30FO15, with ωB97M-V/def2-TZVPD.

Geometry as ORCA input:
```
! wB97M-V def2-TZVPD RIJCOSX def2/J DEFGRID3
* xyz -1 1
F 7.33 12.62 34.93
C 10.81 13.56 35.45
C 10.62 13.62 37.02
C 9.50 12.59 37.46
O 10.40 11.81 38.19
C 11.67 12.19 38.33
O 12.49 11.68 38.98
O 11.86 13.25 37.56
H 11.30 12.65 35.04
H 11.42 14.40 35.19
H 9.94 13.76 34.94
H 10.51 14.71 37.19
H 9.01 11.73 36.80
H 8.58 13.07 38.06
C 10.86 10.79 32.26
C 9.88 10.57 33.41
C 8.49 10.32 32.85
O 8.02 9.09 33.37
C 9.13 8.48 33.86
O 9.22 7.34 34.17
O 10.20 9.32 33.88
H 10.56 11.70 31.76
H 10.58 9.95 31.58
H 11.94 10.91 32.46
H 9.88 11.38 34.17
H 8.51 10.28 31.87
H 7.91 11.18 33.02
C 8.50 14.60 32.30
C 7.48 15.71 32.54
C 7.46 16.09 34.02
O 7.88 17.47 34.15
C 8.18 17.76 32.91
O 8.46 18.97 32.57
O 8.06 16.95 31.91
H 8.59 14.36 31.28
H 8.10 13.49 32.57
H 9.59 14.68 32.63
H 6.48 15.76 32.02
H 8.12 15.53 34.60
H 6.43 16.21 34.43
C 6.15 10.73 38.45
C 5.38 11.24 37.20
C 5.07 10.28 36.15
O 3.73 10.05 36.18
C 3.21 10.75 37.14
O 2.02 10.83 37.33
O 4.03 11.53 37.63
H 7.10 10.55 38.14
H 5.66 9.95 38.97
H 6.26 11.55 38.97
H 5.95 12.12 36.79
H 5.67 9.25 36.22
H 5.48 10.50 35.22
C 5.17 10.93 31.55
C 4.06 11.67 32.32
C 4.56 12.87 33.28
O 3.72 13.90 33.09
C 3.03 13.66 31.94
O 2.22 14.37 31.60
O 3.25 12.48 31.48
H 5.57 11.42 30.64
H 4.63 10.14 30.93
H 6.01 10.53 32.24
H 3.50 11.11 33.06
H 5.66 13.22 32.94
H 4.60 12.51 34.18
*
```

As for the LUMO energy: 2.26 eV. The gap between HOMO and LUMO comes out at 9.147 eV.

=====

2.
Computed, not measured: 6 unconnected molecules or ions with the total composition C20H30FO15, with ωB97M-V/def2-TZVPD.

Geometry as ORCA input:
```
! wB97M-V def2-TZVPD RIJCOSX def2/J DEFGRID3
* xyz -1 1
F 0.04 0.23 -0.13
C 2.27 -3.04 -1.25
C 3.01 -1.85 -1.77
C 3.17 -0.54 -0.84
O 4.53 -0.66 -0.46
C 5.16 -1.60 -0.99
O 6.32 -1.83 -0.67
O 4.46 -2.34 -1.78
H 1.03 -2.88 -1.15
H 2.75 -3.46 -0.43
H 2.56 -3.85 -1.85
H 2.53 -1.58 -2.69
H 2.39 -0.80 -0.17
H 2.90 0.36 -1.40
C 1.58 -0.82 3.56
C 0.08 -0.87 3.20
C -0.24 -1.91 2.03
O -1.03 -2.96 2.73
C -1.28 -2.57 3.95
O -1.77 -3.32 4.80
O -0.83 -1.36 4.20
H 2.10 -0.41 2.80
H 1.97 -1.94 3.77
H 1.55 -0.30 4.55
H -0.31 0.18 3.01
H 0.67 -2.27 1.45
H -0.66 -1.25 1.38
C 3.49 2.52 1.36
C 2.12 2.81 0.84
C 0.96 2.99 1.89
O 0.67 4.27 1.93
C 1.19 4.93 0.97
O 0.93 6.12 0.64
O 1.97 4.12 0.19
H 4.01 2.03 0.47
H 3.43 1.59 1.93
H 3.79 3.27 1.80
H 1.87 2.34 0.03
H 1.24 2.65 2.77
H 0.14 2.44 1.61
C -2.78 -3.51 -0.40
C -2.83 -2.10 -1.13
C -2.19 -2.20 -2.52
O -3.24 -2.03 -3.46
C -4.40 -1.84 -2.80
O -5.52 -1.54 -3.25
O -4.19 -1.88 -1.49
H -3.61 -3.66 0.22
H -1.97 -3.86 0.09
H -3.19 -4.18 -1.09
H -2.43 -1.19 -0.45
H -1.79 -3.13 -2.60
H -1.34 -1.55 -2.90
C -2.01 1.51 -2.77
C -2.81 2.06 -1.53
C -1.90 2.87 -0.61
O -2.19 4.19 -0.71
C -3.33 4.26 -1.28
O -3.84 5.33 -1.67
O -3.78 3.07 -1.78
H -1.20 2.36 -3.06
H -2.79 1.00 -3.40
H -1.52 0.74 -2.41
H -3.07 1.26 -0.97
H -0.70 2.88 -0.74
H -2.09 2.69 0.38
*
```

As for the LUMO energy: 2.16 eV. The gap between HOMO and LUMO comes out at 9.377 eV.

=====

Tell me which of them is the least stable. Sure, it is 2.

=====

1.
Computed, not measured: 2 unconnected molecules or ions with the total composition C4H12N2O2, with ωB97M-V/def2-TZVPD.

Geometry as ORCA input:
```
! wB97M-V def2-TZVPD RIJCOSX def2/J DEFGRID3
* xyz 0 1
C -1.69 -1.12 1.24
C -1.07 1.55 -1.36
C -0.77 0.18 -0.86
O -1.33 0.13 0.70
N -0.34 -0.80 -1.47
H -0.05 -1.61 -0.93
H -2.74 -1.08 1.53
H -1.08 -1.34 2.12
H -1.55 -1.97 0.56
H -0.21 1.93 -1.90
H -1.32 2.22 -0.55
H -1.94 1.48 -2.03
C 1.30 0.93 0.67
N 2.16 -1.13 -0.01
O 2.13 0.29 -0.29
H 3.08 -1.27 0.42
H 2.18 -1.60 -0.92
H 0.11 0.52 0.89
H 1.43 2.00 0.51
H 1.69 0.71 1.68
*
```

As for the LUMO energy: 1.02 eV. The gap between HOMO and LUMO comes out at 9.553 eV.

=====

2.
Computed, not measured: 2 unconnected molecules or ions with the total composition C4H12N2O2, with ωB97M-V/def2-TZVPD.

Geometry as ORCA input:
```
! wB97M-V def2-TZVPD RIJCOSX def2/J DEFGRID3
* xyz 0 1
C 1.12 -0.96 0.95
N 0.93 -0.06 -0.18
C 2.15 -0.14 -1.05
C -0.27 -0.33 -0.97
C -1.26 0.73 -0.42
N -1.18 2.02 -0.95
O -2.09 0.56 0.44
H 0.20 -1.06 1.55
H 1.34 -1.99 0.64
H 2.05 -0.65 1.47
H 2.97 0.47 -0.70
H 1.87 0.32 -2.00
H 2.36 -1.16 -1.35
H -0.65 -1.34 -0.75
H -0.22 -0.25 -2.05
H -1.72 2.78 -0.60
H -0.49 2.17 -1.67
H -2.75 -0.83 2.08
H -1.95 0.25 2.64
O -2.42 -0.54 2.94
*
```

As for the LUMO energy: 0.70 eV. The gap between HOMO and LUMO comes out at 9.730 eV.

=====

Tell me which of them is the least stable. Sure, it is 1.